(1)
Molecular formula: C25H27Cl2N9O2RuS2
Method: DFT, ωB97M-V/def2-TZVPD

Structure (ORCA input):
```
! RIJCOSX wB97M-V def2-TZVPD def2/J DEFGRID3
* xyz 1 2
Ru -1.5710 -0.4225 0.8241
C -3.9871 3.0036 3.1356
C -2.8560 2.4096 2.3393
O -2.6599 1.1988 2.3235
N -2.1093 3.2891 1.6531
C -1.0215 2.8826 0.7802
C -1.5393 2.5417 -0.5994
C -1.5413 3.4626 -1.6378
C -2.0691 3.1005 -2.8672
C -2.6055 1.8316 -3.0130
C -2.5645 0.9711 -1.9285
N -2.0503 1.3232 -0.7565
H -4.1789 2.3868 4.0095
H -4.8817 2.9955 2.5124
H -3.7771 4.0230 3.4475
H -2.3841 4.2603 1.6531
H -0.5572 1.9829 1.2195
H -0.2887 3.6878 0.7361
H -1.1074 4.4388 -1.4961
H -2.0589 3.7921 -3.6962
H -3.0352 1.5117 -3.9486
H -2.9594 -0.0375 -1.9932
Cl -3.2197 -1.9392 2.6574
C -4.7434 -1.5862 1.8333
Cl -4.3800 -0.4999 0.4840
H -5.4173 -1.0858 2.5259
H -5.1643 -2.5095 1.4388
N -0.0840 -3.7377 0.6820
C -0.2514 -3.1453 -0.5115
S -1.7709 -2.4426 -0.8043
N 0.7322 -3.2703 -1.4042
C 0.9578 -2.7105 -2.6765
C 2.2391 -2.8877 -3.2016
C 2.5730 -2.3639 -4.4347
C 1.6334 -1.6452 -5.1572
C 0.3609 -1.4710 -4.6410
C 0.0129 -2.0029 -3.4099
H -0.7887 -3.5804 1.3903
H 0.8165 -4.0647 1.0001
H 1.5496 -3.7742 -1.0686
H 2.9827 -3.4299 -2.6342
H 3.5687 -2.5135 -4.8234
H 1.8995 -1.2272 -6.1155
H -0.3679 -0.9130 -5.2064
H -0.9831 -1.8683 -3.0249
C 3.2205 1.4384 5.2604
C 2.9822 0.3532 4.2707
C 4.0201 -0.4459 3.7723
C 3.6887 -1.3421 2.7777
N 2.4393 -1.5081 2.3555
C 1.5085 -0.7719 2.9646
S -0.1418 -1.1626 2.6418
N 1.7367 0.1712 3.8614
H 3.9543 1.1300 6.0025
H 2.2858 1.7060 5.7466
H 3.6086 2.3188 4.7450
H 5.0279 -0.3485 4.1384
H 4.4303 -1.9543 2.2817
N 2.4531 -0.9955 -0.3832
C 1.5455 -0.1491 -0.9270
O 0.4444 0.0767 -0.3962
C 1.9175 0.4297 -2.1965
C 3.2008 0.2631 -2.7048
N 4.2754 0.1321 -3.0993
C 1.0279 1.1855 -2.9474
N 0.3004 1.8087 -3.5878
H 2.3354 -1.3037 0.5847
H 3.3877 -0.9964 -0.7576
*
```

ΔE to the lowest compared entry with this formula, charge and spin	23.2	kcal/mol
frontier orbital gap (alpha / beta)	4.57 / 4.56	eV
highest occupied orbital energy (alpha / beta)	-9.508 / -9.508	eV

Atom charges from the Löwdin analysis, given in e for atoms 1 to 5: 0.844, 0.029, -0.511, -0.107, 0.095

***

(2)
Molecular formula: C25H27Cl2PW
Method: DFT, ωB97M-V/def2-TZVPD

Structure (ORCA input):
```
! RIJCOSX wB97M-V def2-TZVPD def2/J DEFGRID3
* xyz 0 3
W -1.2343 1.2977 0.4594
Cl -2.3429 3.0907 -0.3249
Cl 0.8628 1.6757 1.1269
C 2.0833 -2.0578 -1.2091
H 2.8514 -2.8197 -0.9957
H 2.1181 -1.1952 -0.5362
C -1.7522 0.1750 -1.0302
C 1.2061 -2.2393 -2.1850
H -1.4892 -0.8659 -0.7163
C 0.9727 -1.3799 -3.4263
H 0.4053 -2.9965 -2.0801
C 0.5415 0.1266 -3.3433
H 1.9282 -1.3644 -3.9779
H 0.2338 -1.9093 -4.0496
C -0.9287 0.5905 -3.5109
H 0.9923 0.6227 -2.4742
H 1.0373 0.5823 -4.2142
C -2.0300 0.1545 -2.5061
H -0.9195 1.6889 -3.4742
H -1.2654 0.3245 -4.5187
H -2.9123 0.7835 -2.7117
H -2.3421 -0.8664 -2.7670
C -3.6655 1.9918 4.6422
C -3.4140 2.3775 3.3214
C -2.7810 1.4796 2.4455
C -2.2797 0.2748 2.9758
C -2.5150 -0.1253 4.2866
C -3.2323 0.7446 5.1221
P -1.5926 -0.7737 1.6654
C -0.1553 -1.6240 2.3830
C 0.2963 -2.8007 1.7517
C 1.3861 -3.4871 2.2807
C 2.0261 -3.0153 3.4312
C 1.5976 -1.8196 4.0319
C 0.5220 -1.1105 3.4966
C -2.8935 -2.0400 1.5336
C -2.7926 -3.2463 2.2530
C -3.9113 -4.0739 2.3636
C -5.1347 -3.6990 1.7822
C -5.2176 -2.5050 1.0553
C -4.1030 -1.6781 0.9074
H -4.2245 2.6513 5.3081
H -3.7254 3.3564 2.9494
H -2.9712 1.5831 1.2979
H -2.1628 -1.0956 4.6522
H -3.4634 0.4264 6.1399
H -0.2162 -3.1730 0.8634
H 1.7294 -4.4000 1.7878
H 2.8648 -3.5688 3.8549
H 2.1026 -1.4446 4.9222
H 0.1943 -0.1740 3.9591
H -1.8509 -3.5388 2.7299
H -3.8283 -5.0091 2.9116
H -6.0100 -4.3421 1.8898
H -6.1639 -2.2094 0.5966
H -4.1697 -0.7507 0.3233
*
```

frontier orbital gap (alpha / beta)	6.58 / 7.42	eV
highest occupied orbital energy (alpha / beta)	-6.559 / -7.504	eV

Atom charges from the Löwdin analysis, given in e for atoms 1 to 5: 0.520, 0.036, -0.031, -0.037, 0.060

***

(3)
Molecular formula: C25H27N7O8STi
Method: DFT, ωB97M-V/def2-TZVPD

Structure (ORCA input):
```
! RIJCOSX wB97M-V def2-TZVPD def2/J DEFGRID3
* xyz -2 3
Ti -0.0071 -0.9718 -1.0890
O 1.9609 -1.0396 -4.7121
C 1.1031 -0.9934 -3.8277
O 1.0338 -1.7797 -2.7978
C -0.0239 0.0012 -3.8451
C -0.3468 0.8997 -4.8317
C -1.4956 1.6991 -4.6919
C -2.3048 1.5274 -3.5461
C -1.9306 0.6277 -2.5823
N -0.7875 -0.0975 -2.7197
C -2.6575 0.2809 -1.3058
O -3.7632 0.7582 -1.0440
O -2.0197 -0.5907 -0.5917
H 0.2908 0.9628 -5.7055
H -1.7646 2.4161 -5.4568
H -3.2216 2.0861 -3.4017
C 4.1898 1.3318 -2.2577
O 4.6856 0.0034 -2.0615
C 3.7464 -0.8241 -1.5336
O 2.6824 -0.4405 -1.1296
N 4.1964 -2.1147 -1.4921
N 3.2663 -3.1477 -1.2516
H 5.0533 1.9320 -2.5395
H 3.7289 1.7111 -1.3468
H 3.4457 1.3360 -3.0554
H 4.9193 -2.3424 -2.1527
H 3.0318 -3.1107 -0.2650
H 2.4176 -2.9269 -1.7824
N -3.1791 0.0780 5.4652
C -2.0643 -0.3576 4.7158
C -1.5192 0.4657 3.7316
C -0.4249 0.0524 2.9957
C 0.1430 -1.1918 3.2503
C -0.3870 -2.0164 4.2250
C -1.4825 -1.5961 4.9667
S 1.4545 -1.7391 2.2016
O 1.9925 -2.9587 2.7579
O 2.3352 -0.6273 1.9986
N 0.6953 -2.0147 0.7986
C -0.1329 -3.0561 0.6356
N -0.5057 -3.9437 1.5697
C -1.4034 -4.8403 1.1854
C -1.9741 -4.8982 -0.0789
C -1.5395 -3.9267 -0.9735
N -0.6190 -3.0498 -0.6353
H -3.7414 0.7359 4.9433
H -3.7605 -0.6925 5.7625
H -1.9821 1.4224 3.5166
H -0.0381 0.6642 2.1861
H 0.0491 -2.9935 4.3795
H -1.9019 -2.2432 5.7296
H -1.7071 -5.5614 1.9416
H -2.7197 -5.6317 -0.3450
H -1.9343 -3.8486 -1.9807
C 0.7646 3.9998 1.6423
C -0.1453 3.5781 0.4807
C -1.6110 3.6367 0.9331
C 0.0516 4.5425 -0.6989
C 0.1701 2.2083 0.0484
C 0.3272 1.0502 -0.2955
H 0.5233 5.0159 1.9742
H 1.8121 3.9663 1.3388
H 0.6436 3.3202 2.4876
H -1.8858 4.6605 1.2110
H -1.7667 2.9865 1.7955
H -2.2722 3.2838 0.1411
H -0.2120 5.5672 -0.4137
H -0.5724 4.2331 -1.5381
H 1.0905 4.5257 -1.0327
*
```

ΔE to the lowest compared entry with this formula, charge and spin	9.6	kcal/mol
frontier orbital gap (alpha / beta)	4.03 / 7.47	eV
highest occupied orbital energy (alpha / beta)	0.531 / -2.912	eV

Atom charges from the Löwdin analysis, given in e for atoms 1 to 5: 0.972, -0.006, -0.598, -0.165, -0.197

***

(4)
Molecular formula: C25H27O8S2
Method: DFT, ωB97M-V/def2-TZVPD

Structure (ORCA input):
```
! RIJCOSX wB97M-V def2-TZVPD def2/J DEFGRID3
* xyz -1 1
C -3.7943 0.6683 1.7231
C -4.1820 -0.6944 1.2090
O -3.0538 -1.5425 1.5006
C -3.2716 -2.8138 1.1012
C -2.0865 -3.6687 1.3778
C -2.3415 -5.0753 1.1201
O -3.2594 -5.4476 0.3970
C -1.4024 -6.1616 1.7111
C -0.0289 -6.1374 1.0639
C 0.7216 -4.8190 1.2672
C 0.2405 -4.0018 2.4800
C -1.0021 -3.1249 2.2153
O -4.3425 -3.1486 0.6097
H -4.5518 1.4088 1.4576
H -3.6988 0.6427 2.8156
H -2.8349 0.9751 1.2919
H -5.0820 -1.0779 1.7133
H -4.3614 -0.6907 0.1226
H -1.3361 -6.0449 2.7984
H -1.8571 -7.1362 1.5002
H 0.5699 -6.9715 1.4528
H -0.1472 -6.3204 -0.0116
H 1.7973 -5.0268 1.3738
H 0.6082 -4.2181 0.3569
H 0.0142 -4.6539 3.3315
H 1.0552 -3.3345 2.7913
H -0.6658 -2.1459 1.8271
H -1.4698 -2.9185 3.1983
C -4.1295 4.4763 -0.6859
O -3.0332 4.7930 0.2075
C -1.9157 4.0169 0.2044
C -1.7529 2.8712 -0.6121
C -0.5927 2.1248 -0.5113
C 0.4409 2.4612 0.3823
C 1.6724 1.6785 0.4066
C 2.4471 1.5117 -0.7019
S 4.1288 0.9153 -0.6480
O 4.7841 1.5550 0.4602
O 4.1894 -0.5183 -0.8386
C 4.6929 1.6998 -2.1715
C 3.7214 2.3163 -2.9334
C 4.0502 2.9778 -4.1163
C 5.3843 2.9965 -4.5353
C 6.3735 2.3728 -3.7580
C 6.0304 1.7296 -2.5659
S 2.0482 2.2861 -2.2601
O 1.2495 1.4096 -3.0935
O 1.6645 3.6490 -2.0220
C 0.2306 3.5781 1.2311
C -0.8844 4.3774 1.1085
H -4.8465 5.2779 -0.4977
H -3.8031 4.4886 -1.7374
H -4.5781 3.5006 -0.4366
H -2.5051 2.5890 -1.3540
H -0.4905 1.2309 -1.1239
H 2.0780 1.3744 1.3659
H 3.2638 3.4625 -4.6914
H 5.6512 3.4990 -5.4696
H 7.4160 2.3868 -4.0852
H 6.7799 1.2517 -1.9400
H 1.0062 3.8349 1.9574
H -1.0086 5.3053 1.6698
*
```

ΔE to the lowest compared entry with this formula, charge and spin	0.0	kcal/mol
frontier orbital gap	3.81	eV
highest occupied orbital energy	-2.604	eV

Atom charges from the Löwdin analysis, given in e for atoms 1 to 5: -0.083, -0.248, -0.049, -0.492, -0.129

***

(5)
Molecular formula: C25H28AsBF4IMnN8O3S
Method: DFT, ωB97M-V/def2-TZVPD

Structure (ORCA input):
```
! RIJCOSX wB97M-V def2-TZVPD def2/J DEFGRID3
* xyz -1 2
Mn 1.0201 -0.3112 -0.8289
C 1.1238 -4.8522 -0.0977
C 1.1995 -3.9896 1.1199
N 1.2146 -4.5304 2.3005
C 1.2491 -3.7309 3.3995
C 1.2923 -2.3703 3.3561
C 1.3206 -1.5980 4.6502
O 0.1054 -0.9681 5.0078
C 1.3122 -1.7381 2.0706
C 1.4152 -0.3264 1.9956
N 1.5830 0.4185 0.9248
C 1.8135 1.7969 1.2117
C 2.3971 2.2131 2.4168
C 2.5515 3.5481 2.7319
C 2.1622 4.5300 1.8337
C 1.6655 4.1482 0.6013
C 1.5144 2.8026 0.2912
I 0.9103 2.2718 -1.6071
C 1.2192 -2.5525 0.9225
O 1.1159 -2.1292 -0.2769
H 1.2044 -5.8959 0.1974
H 1.9113 -4.5998 -0.8091
H 0.1757 -4.6833 -0.6131
H 1.2435 -4.2459 4.3535
H 2.1424 -0.8662 4.6497
H 1.5296 -2.3036 5.4560
H -0.1981 -0.3779 4.3026
H 1.3612 0.1903 2.9434
H 2.7505 1.4740 3.1205
H 2.9896 3.8186 3.6837
H 2.2722 5.5788 2.0751
H 1.4036 4.8960 -0.1361
C -1.4637 -1.2718 -5.9378
As -1.3385 -0.6325 -4.1226
C -2.9166 -1.3420 -3.2843
C -1.6343 1.2695 -4.3118
S 0.5281 -1.1502 -3.3498
H -2.4264 -1.0084 -6.3750
H -1.3434 -2.3538 -5.9182
H -0.6508 -0.8361 -6.5156
H -3.7356 -1.2899 -4.0025
H -3.1640 -0.8008 -2.3769
H -2.7125 -2.3723 -3.0007
H -2.4841 1.4484 -4.9708
H -0.7303 1.6958 -4.7458
H -1.8148 1.7314 -3.3432
F -1.1519 -0.7557 -0.7631
B -2.0831 -1.3854 0.1962
F -2.3802 -2.6424 -0.3059
F -3.2461 -0.5910 0.2013
F -1.4962 -1.4311 1.4336
C -4.3711 3.5013 1.1983
N -3.2640 2.6667 1.5781
C -2.6515 2.6337 2.8884
C -1.3928 1.8060 2.6026
O -0.6239 1.4429 3.4710
N -1.3120 1.5487 1.2621
C -2.4005 2.0598 0.7328
N -2.6406 2.0010 -0.6031
H -4.9651 3.7170 2.0844
H -5.0266 2.9872 0.4932
H -4.0511 4.4487 0.7530
H -3.2741 2.1375 3.6339
H -2.3750 3.6293 3.2470
H -2.0937 1.2429 -0.9974
H -3.6163 1.9364 -0.8519
N 2.9055 -0.3401 -1.6444
C 3.7371 -0.8386 -2.2824
C 4.7660 -1.3896 -3.0261
C 4.9366 -2.7883 -3.0615
N 5.0820 -3.9332 -3.0933
C 5.6081 -0.5350 -3.7658
N 6.2960 0.1665 -4.3734
*
```

ΔE to the lowest compared entry with this formula, charge and spin	9.2	kcal/mol
frontier orbital gap (alpha / beta)	6.74 / 6.74	eV
highest occupied orbital energy (alpha / beta)	-5.040 / -5.033	eV

Atom charges from the Löwdin analysis, given in e for atoms 1 to 5: 0.235, -0.020, -0.252, 0.114, -0.109

***

(6)
Molecular formula: C25H28BBr2F7O23
Method: DFT, ωB97M-V/def2-TZVPD

Structure (ORCA input):
```
! RIJCOSX wB97M-V def2-TZVPD def2/J DEFGRID3
* xyz 0 1
C -0.1593 -1.1528 1.5211
C -1.6483 -1.2578 1.7375
Br -2.4506 -2.9439 1.2494
C -2.4132 -0.3294 2.2340
Br -1.6829 1.3681 2.7548
B -3.9604 -0.6561 2.4227
C -5.0350 -0.6032 1.2524
O -6.3424 -0.6844 1.8546
O -6.4220 -2.0242 2.2651
H 0.1464 -1.5414 0.5436
H 0.2107 -0.1368 1.6598
H 0.3125 -1.8058 2.2692
H -4.3085 -0.9743 3.5164
H -4.9946 0.3411 0.6960
H -4.9411 -1.4462 0.5546
H -7.0130 -2.0533 3.0284
C -1.0352 3.8251 -1.5022
C -0.8185 2.6453 -0.5968
O 0.3351 2.0333 -1.1530
C 1.0562 3.0295 -1.7330
O 2.1940 2.9158 -2.0468
O 0.3127 4.1530 -1.8844
F -1.8463 1.7713 -0.6652
H -1.6158 3.5689 -2.3898
H -1.5149 4.6582 -0.9967
H -0.6307 2.9061 0.4457
C -3.8115 7.0080 -3.4426
C -5.0848 6.2968 -3.8181
O -4.9358 5.0382 -3.1831
C -4.1564 5.2498 -2.0857
O -4.0418 4.4881 -1.1867
O -3.5296 6.4540 -2.1539
F -5.1704 6.1077 -5.1556
H -2.9922 6.7773 -4.1255
H -3.9318 8.0874 -3.3876
H -5.9959 6.7799 -3.4600
C 3.5064 -0.0436 -1.2045
C 2.2442 -0.6346 -1.7665
O 2.2297 -1.9374 -1.2015
C 2.8813 -1.8459 -0.0100
O 2.8226 -2.6751 0.8385
O 3.5905 -0.6938 0.0794
F 2.3040 -0.7451 -3.1157
H 4.3800 -0.2948 -1.7997
H 3.4514 1.0345 -1.0990
H 1.3318 -0.1060 -1.4863
C -1.5229 -4.4830 -1.8513
C -0.9958 -5.3869 -2.9336
O -1.8027 -5.0442 -4.0460
C -2.1640 -3.7375 -3.8724
O -2.6123 -3.0485 -4.7219
O -1.9331 -3.3333 -2.5956
F -1.1956 -6.6939 -2.6311
H -2.3857 -4.9095 -1.3366
H -0.7667 -4.2228 -1.1143
H 0.0552 -5.2282 -3.1828
C 5.3629 4.2407 -5.0524
C 4.0943 3.5805 -5.5240
O 4.1800 2.2935 -4.9425
C 4.9075 2.4371 -3.7986
O 4.9420 1.6255 -2.9376
O 5.5649 3.6237 -3.7797
F 4.0728 3.4540 -6.8742
H 6.2104 4.0194 -5.7034
H 5.2655 5.3195 -4.9537
H 3.1779 4.0708 -5.1899
C 4.1161 -1.7674 3.8170
C 4.5532 -2.8572 4.7555
O 4.1666 -2.3506 6.0230
C 3.0847 -1.5469 5.8011
O 2.3447 -1.1726 6.6470
O 2.9630 -1.2419 4.4849
F 5.9002 -3.0186 4.7387
H 4.8664 -0.9812 3.7147
H 3.8608 -2.1432 2.8287
H 4.0699 -3.8212 4.5854
C 0.0251 -3.7769 6.4991
C -1.1486 -3.4234 5.6243
O -0.5562 -3.2951 4.3440
C 0.5268 -4.1294 4.3376
O 1.0966 -4.4756 3.3616
O 0.8577 -4.5122 5.5988
F -1.6891 -2.2327 5.9793
H 0.5597 -2.8925 6.8512
H -0.2564 -4.3842 7.3565
H -1.9327 -4.1826 5.5887
*
```

ΔE to the lowest compared entry with this formula, charge and spin	0.0	kcal/mol
frontier orbital gap	9.05	eV
SMILES	C/C(Br)=C(\Br)BCOO.O=C1OC[C@@H](F)O1.O=C1OC[C@@H](F)O1.O=C1OC[C@@H](F)O1.O=C1OC[C@@H](F)O1.O=C1OC[C@@H](F)O1.O=C1OC[C@@H](F)O1.O=C1OC[C@@H](F)O1
highest occupied orbital energy	-8.979	eV

Atom charges from the Löwdin analysis, given in e for atoms 1 to 5: -0.121, -0.727, 0.875, -0.659, 0.810

***

(7)
Molecular formula: C25H28Br2N2O6PrS3Si
Method: DFT, ωB97M-V/def2-TZVPD

Structure (ORCA input):
```
! RIJCOSX wB97M-V def2-TZVPD def2/J DEFGRID3
* xyz -1 3
Pr 0.3400 0.0181 0.4470
Br 1.5299 2.1870 -4.1507
C 1.4082 0.3396 -3.7511
C 1.3466 -0.5562 -4.8295
C 1.3072 -1.8990 -4.6051
Br 1.2488 -3.0787 -6.0889
C 1.3291 -2.4092 -3.2786
C 1.3920 -3.7889 -2.9584
C 1.4732 -4.1881 -1.6591
C 1.4272 -3.2086 -0.6478
N 1.3528 -1.9255 -0.9063
C 1.3503 -1.4981 -2.2066
C 1.4095 -0.0662 -2.4324
O 1.4799 0.7486 -1.4250
H 1.3419 -0.1648 -5.8370
H 1.4101 -4.5125 -3.7624
H 1.5857 -5.2240 -1.3795
H 1.4915 -3.5103 0.3902
C -2.3103 5.2961 1.4747
C -1.1813 4.6593 2.2831
S -0.2666 3.2295 1.6628
C 0.4816 3.8257 0.1346
C -0.4196 3.8547 -1.0960
S -1.2730 2.3199 -1.5053
C -2.7676 2.3196 -0.4789
C -3.5853 3.6143 -0.4399
S -3.8177 4.3399 1.2021
H -1.9468 5.6844 0.5227
H -2.6351 6.1742 2.0392
H -1.5773 4.3231 3.2430
H -0.4558 5.4459 2.5083
H 1.3148 3.1398 -0.0668
H 0.9365 4.8083 0.2923
H 0.1994 4.0639 -1.9713
H -1.1400 4.6698 -1.0357
H -2.5151 2.0292 0.5403
H -3.3552 1.5029 -0.8985
H -4.5967 3.4277 -0.8020
H -3.1801 4.3831 -1.0999
O 5.7069 -4.0373 1.5819
C 4.5029 -3.8845 1.3286
O 3.6250 -4.7142 1.0215
C 3.9827 -2.4470 1.4353
C 4.3973 -1.4621 0.5458
C 3.7373 -0.2473 0.5149
N 2.7305 0.0570 1.3446
C 2.4132 -0.8485 2.2941
C 3.0118 -2.0928 2.3749
C 1.2714 -0.4867 3.2456
O 1.2882 -0.8790 4.3927
O 0.3260 0.2028 2.6819
H 5.1864 -1.6669 -0.1646
H 3.9753 0.5073 -0.2259
H 2.6790 -2.7952 3.1269
C -1.3648 -2.7437 1.7410
Si -2.5172 -1.5526 0.8309
C -3.9221 -2.5216 0.0547
C -3.2643 -0.3805 2.1005
O -1.6157 -0.7499 -0.2877
H -1.6768 -2.8691 2.7782
H -0.3083 -2.4493 1.7866
H -1.3630 -3.7203 1.2526
H -4.4359 -3.1233 0.8055
H -3.5629 -3.1907 -0.7260
H -4.6536 -1.8494 -0.3938
H -3.6899 -0.9543 2.9252
H -4.0630 0.2253 1.6671
H -2.5286 0.2995 2.5393
*
```

ΔE to the lowest compared entry with this formula, charge and spin	0.0	kcal/mol
frontier orbital gap (alpha / beta)	7.38 / 7.39	eV
highest occupied orbital energy (alpha / beta)	-5.616 / -5.617	eV

Atom charges from the Löwdin analysis, given in e for atoms 1 to 5: 1.064, 0.770, -0.588, -0.181, -0.630